one:
The following is a quantum chemistry calculation of a single C5H6OS molecule, from the Open Molecules 2025 dataset.

Element x y z (Å)
C: -1.91528 -0.58359 -0.57903
C: -1.70843 0.51666 0.36399
O: -2.46636 1.21328 0.96892
C: -0.05865 0.77051 0.71891
C: 1.12576 0.35247 0.49392
C: 2.22694 -0.33697 -0.15326
S: 1.02649 1.93889 1.49997
H: -2.93699 -0.54655 -0.94586
H: -1.56018 -1.47086 0.02832
H: -1.20572 -0.40006 -1.41353
H: 1.81148 -1.06697 -0.73201
H: 2.90911 -0.72695 0.50468
H: 2.75182 0.34013 -0.75501

As for the HOMO-LUMO gap: 8.1 eV. The calculation puts the molar mass at 114.17 g/mol. As for the SMILES: CC(=O)C1=C(C)S1. The spin multiplicity is 1.

---

two:
The following is a quantum chemistry calculation of a single C5H6OS molecule, from the Open Molecules 2025 dataset.

Element x y z (Å)
C: 2.04151 0.28962 1.38610
C: 0.76135 -0.55268 1.22149
C: -0.18349 -0.56137 0.31540
C: -1.31483 -1.48963 0.55162
O: -2.27241 -1.50651 -0.20288
C: -0.40634 0.34730 -0.81540
S: 0.48411 1.59868 -1.29990
H: 2.69485 -0.19791 2.10384
H: 1.87491 1.27479 1.85896
H: 2.44602 0.45443 0.39102
H: 0.56552 -1.25829 2.06091
H: -1.31791 -2.08507 1.48394
H: -1.21915 0.08583 -1.43251

As for the HOMO-LUMO gap: 7.9 eV. The calculation puts the molar mass at 114.17 g/mol. As for the SMILES: C/C=C(/C=O)C=S. The spin multiplicity is 1.

---

So which one is most stable? That would be two, about 0.0573 hartree below the next structure.

---

one:
The following is a quantum chemistry calculation of a single C5H6OS molecule, from the Open Molecules 2025 dataset.

Element x y z (Å)
C: 1.46423 -1.69698 -2.39728
C: 1.18821 -1.09642 -1.39655
C: 0.69247 -0.33154 -0.21375
O: 0.02103 0.85009 -0.61162
C: -0.48599 1.32030 0.61547
C: -1.39047 0.27668 1.19134
S: -0.44962 -1.30803 0.83605
H: 1.87482 -2.37045 -3.07864
H: 1.62949 -0.05242 0.31934
H: -0.97233 2.27935 0.40541
H: 0.29490 1.52089 1.36696
H: -2.36356 0.21215 0.68620
H: -1.50317 0.39637 2.27706

As for the HOMO-LUMO gap: 9.9 eV. The calculation puts the molar mass at 114.17 g/mol. As for the SMILES: C#C[C@H]1OCCS1. The spin multiplicity is 1.

---

two:
The following is a quantum chemistry calculation of a single C5H6OS molecule, from the Open Molecules 2025 dataset.

Element x y z (Å)
O: -0.64486 1.58015 -1.89669
C: -0.54903 0.83585 -0.95088
C: 0.38243 1.08473 0.29985
C: 0.63882 -0.34418 0.97556
C: 0.21154 -1.18179 -0.24320
S: -1.04374 -2.28342 -0.88459
C: -1.13159 -0.52407 -0.59850
H: -0.07084 1.74391 0.98731
H: 1.33241 1.61650 -0.04491
H: 0.00811 -0.54205 1.81696
H: 1.64410 -0.53511 1.31914
H: 0.94057 -1.03798 -1.09207
H: -1.71792 -0.41254 0.31201

As for the HOMO-LUMO gap: 9.7 eV. The calculation puts the molar mass at 114.17 g/mol. As for the SMILES: O=C1CC[C@H]2S[C@H]12. The spin multiplicity is 1.

---

So which one is most stable? That would be one, about 0.0096 hartree below the next structure.